# CHClNOP

The molecule CHClNOP (ωB97M-V/def2-TZVPD, OMol25).

Values from the calculation:
frontier orbital gap	10.01	eV
DFT total energy	-26401.7158	eV
largest force on an atom	5.17	eV/Å
lowest unoccupied orbital energy	-0.03	eV
SMILES string	O=C=NPCl

Element x y z (Å)
C -1.480 0.578 -0.035
N -0.329 0.672 -0.348
O -2.631 0.649 -0.016
P 1.078 -0.352 0.697
Cl 1.182 -1.958 -0.345
H 2.180 0.412 0.048

Here are the Löwdin charges for atoms 1 to 2, given in e: C -0.543; N -0.101

---

# CHClO3S

The molecule CHClO3S (ωB97M-V/def2-TZVPD, OMol25).

Values from the calculation:
frontier orbital gap	10.42	eV
DFT total energy	-30551.2928	eV
largest force on an atom	2.30	eV/Å
lowest unoccupied orbital energy	-0.62	eV
SMILES string	O=CS(=O)(=O)Cl

Element x y z (Å)
C -0.833 -0.758 0.019
O -1.783 -0.362 0.561
O 1.292 -0.082 0.938
O 1.353 0.380 -1.460
S 0.613 0.395 -0.213
Cl -0.350 2.186 0.270
H -0.291 -1.760 -0.115

Here are the Löwdin charges for atoms 1 to 2, given in e: C -0.320; O 0.075

---

# CHCoF3NO3S2

A structure of composition CHCoF3NO3S2 (ωB97M-V/def2-TZVPD, OMol25).

Values from the calculation:
frontier orbital gap (spin up / spin down)	8.24 / 6.86	eV
DFT total energy	-76131.4574	eV
largest force on an atom	4.66	eV/Å
multiplicity	5
lowest unoccupied orbital energy (spin up / spin down)	-0.70 / -2.25	eV
⟨S²⟩	6.017

Element x y z (Å)
Co 0.757 0.060 0.619
N -0.677 2.001 0.699
S -0.673 1.758 -0.943
O 0.085 2.961 -1.493
O 0.321 0.529 -1.147
S -0.948 1.101 2.083
O 0.484 0.841 2.807
C 0.009 -2.543 -0.619
F 1.026 -1.838 0.024
F -0.059 -3.702 0.008
F 0.423 -2.736 -1.857
H -0.934 -1.973 -0.588

Here are the Löwdin charges for atoms 1 to 2, given in e: Co 0.801; N -0.625

---

# CHCrLiO2

A structure of composition CHCrLiO2 (ωB97M-V/def2-TZVPD, OMol25).

Values from the calculation:
frontier orbital gap (spin up / spin down)	8.86 / 10.57	eV
DFT total energy	-33754.5289	eV
largest force on an atom	7.52	eV/Å
multiplicity	5
lowest unoccupied orbital energy (spin up / spin down)	-12.01 / -10.62	eV
net charge	+2
⟨S²⟩	6.031

Element x y z (Å)
H -1.419 0.598 -0.340
O -0.983 -0.326 1.033
C -0.388 0.412 0.193
O 0.596 -0.138 -0.418
Li 1.441 0.994 -1.661
Cr 0.754 -1.540 1.194

Here are the Löwdin charges for atoms 1 to 2, given in e: H 0.246; O -0.016

---

# CHF2FeN3O13S2

A structure of composition CHF2FeN3O13S2 (ωB97M-V/def2-TZVPD, OMol25).

Values from the calculation:
frontier orbital gap (spin up / spin down)	9.55 / 7.76	eV
DFT total energy	-93629.4762	eV
largest force on an atom	4.27	eV/Å
multiplicity	6
lowest unoccupied orbital energy (spin up / spin down)	2.40 / 0.71	eV
net charge	-1
⟨S²⟩	8.758

Element x y z (Å)
Fe 0.371 -0.215 0.583
O 1.249 -3.637 2.033
C 0.924 -2.478 1.525
O 1.658 -1.878 0.678
O -0.122 -1.805 1.811
H 0.553 -3.969 2.615
N 2.191 1.491 1.339
O 1.500 0.801 2.161
O 2.645 2.564 1.584
O 2.046 1.026 0.151
N -2.232 1.554 1.396
O -2.385 2.531 0.695
O -1.144 0.856 1.254
O -3.045 1.160 2.219
N -0.269 0.015 -1.233
S -0.587 -0.990 -2.477
O 0.355 -1.073 -3.528
O -1.967 -1.093 -2.769
F -0.274 -2.314 -1.616
S -0.409 1.495 -2.099
O -1.749 1.822 -2.388
O 0.645 1.718 -3.020
F 0.045 2.421 -0.914

Here are the Löwdin charges for atoms 1 to 2, given in e: Fe 1.114; O 0.187

---

# CHF2IO

A cluster of 2 separate species, CHF2IO in total (ωB97M-V/def2-TZVPD, OMol25).

Values from the calculation:
frontier orbital gap (spin up / spin down)	9.45 / 9.45	eV
DFT total energy	-16633.7713	eV
largest force on an atom	2.96	eV/Å
lowest unoccupied orbital energy (spin up / spin down)	-1.01 / -1.01	eV

Element x y z (Å)
C -1.147 0.567 0.988
O -0.146 0.709 0.180
F -2.352 -0.537 -0.417
F -1.870 1.632 1.138
I -1.082 -0.692 2.642
H 0.171 -0.128 -0.198

Here are the Löwdin charges for atoms 1 to 2, given in e: C -0.888; O 0.080

---

# CHF2NO

A cluster of 2 separate species, CHF2NO in total (ωB97M-V/def2-TZVPD, OMol25).

Values from the calculation:
frontier orbital gap (spin up / spin down)	10.09 / 7.84	eV
DFT total energy	-10019.0953	eV
largest force on an atom	2.51	eV/Å
lowest unoccupied orbital energy (spin up / spin down)	-0.02 / -0.53	eV

Element x y z (Å)
C 0.709 -0.409 0.060
N 1.895 1.692 -0.263
O 1.260 -1.401 -0.099
F 1.647 2.064 1.040
F 0.825 2.234 -0.914
H -0.214 0.023 0.582

Here are the Löwdin charges for atoms 1 to 2, given in e: C -0.043; N 0.020

---

# CHF2NO3

A structure of composition CHF2NO3 (ωB97M-V/def2-TZVPD, OMol25).

Values from the calculation:
frontier orbital gap	11.22	eV
DFT total energy	-14116.5745	eV
largest force on an atom	4.94	eV/Å
lowest unoccupied orbital energy	-1.09	eV

Element x y z (Å)
C -0.985 -0.675 0.653
N -1.491 -0.631 -0.736
O -0.734 -0.027 -1.456
O -2.475 -1.250 -1.006
O 0.245 -0.282 0.724
F -1.999 0.625 1.178
F -1.375 -1.699 1.342
H 0.438 0.595 0.305

Here are the Löwdin charges for atoms 1 to 2, given in e: C -0.433; N -0.332

---

# CHF2NO3

A structure of composition CHF2NO3 (ωB97M-V/def2-TZVPD, OMol25).

Values from the calculation:
frontier orbital gap (spin up / spin down)	9.31 / 7.81	eV
DFT total energy	-14111.7192	eV
largest force on an atom	9.15	eV/Å
multiplicity	3
lowest unoccupied orbital energy (spin up / spin down)	0.72 / -4.37	eV
⟨S²⟩	2.008

Element x y z (Å)
C -0.025 -0.007 -1.067
N 0.110 -0.369 0.412
O 0.655 -1.353 0.773
O -1.008 0.041 1.042
O -0.779 0.725 -1.525
F 1.092 0.878 0.919
F 0.779 -0.850 -1.579
H -0.823 0.934 1.026

Here are the Löwdin charges for atoms 1 to 2, given in e: C -0.465; N -0.416

---

# CHF3

The molecule CHF3 (ωB97M-V/def2-TZVPD, OMol25).

Values from the calculation:
frontier orbital gap	14.27	eV
DFT total energy	-9205.5406	eV
largest force on an atom	5.57	eV/Å
lowest unoccupied orbital energy	1.09	eV
SMILES string	FC(F)F

Element x y z (Å)
C -0.033 0.037 0.280
H -0.164 0.048 1.465
F 0.337 1.189 -0.121
F -1.243 -0.345 -0.132
F 0.947 -0.874 -0.096

Here are the Löwdin charges for atoms 1 to 2, given in e: C -0.529; H 0.190

---

# CHF3MgNO3S2Sc

A structure of composition CHF3MgNO3S2Sc (ωB97M-V/def2-TZVPD, OMol25).

Values from the calculation:
frontier orbital gap (spin up / spin down)	4.17 / 4.17	eV
DFT total energy	-64632.8911	eV
largest force on an atom	4.30	eV/Å
lowest unoccupied orbital energy (spin up / spin down)	-10.79 / -10.79	eV
net charge	+2

Element x y z (Å)
Mg -1.932 0.135 3.828
N -1.942 0.570 0.488
S -3.435 0.945 1.320
O -2.963 1.348 2.818
S -1.292 -0.755 0.888
O -1.021 -0.980 2.407
O 0.060 -0.971 0.284
C -2.277 -2.319 0.436
F -3.216 -2.534 1.329
F -2.809 -2.119 -0.749
F -1.455 -3.344 0.395
Sc 1.256 -1.205 2.019
H 2.776 0.139 2.473

Here are the Löwdin charges for atoms 1 to 2, given in e: Mg 1.194; N -0.456

---

# CHF3N2O

The molecule CHF3N2O (ωB97M-V/def2-TZVPD, OMol25).

Values from the calculation:
frontier orbital gap (spin up / spin down)	8.34 / 8.98	eV
DFT total energy	-14227.5872	eV
largest force on an atom	6.82	eV/Å
multiplicity	3
lowest unoccupied orbital energy (spin up / spin down)	0.90 / -1.84	eV
⟨S²⟩	2.008

Element x y z (Å)
C -0.615 -0.136 0.880
N 1.397 -0.415 -0.928
N 0.326 0.327 -0.519
O 1.715 -0.170 -2.026
F -1.567 -1.086 0.541
F 0.154 -0.506 1.910
F -1.294 0.905 1.182
H -0.115 1.081 -1.040

Here are the Löwdin charges for atoms 1 to 2, given in e: C -0.516; N -0.158